{
  "formula": "CH2FLiOPb",
  "method": "ωB97M-V/def2-TZVPD",
  "symbols": ["C", "O", "Pb", "Li", "F", "H", "H"],
  "positions_angstrom": [[-0.738, 0.663, -0.012], [2.092, -0.819, -0.285], [1.466, 0.826, 0.269], [0.729, -1.837, 0.173], [-0.938, -0.812, 0.037], [-1.201, 0.962, -0.964], [-1.410, 1.018, 0.783]],
  "mulliken_charge": [-0.4887, -0.9944, 0.5550, 0.8762, -0.4019, 0.2327, 0.2212],
  "max_force_ha_per_bohr": 0.133,
  "energy_ev": -11285.3410,
  "homo_energy_ha": -0.2787
}